14
Properties=species:S:1:pos:R:3 method="wB97M-V/def2-TZVPD" lumo_energy_ev="-0.39 / -0.38" orbital_gap_ev="8.90 / 8.90" charge=0 relative_energy_ev=6.698 max_force_ev_per_a=5.24
C -1.10 -0.21 0.09
C -0.02 0.53 -0.04
C -1.11 -1.73 0.00
C 0.11 1.95 -0.07
N 1.97 -0.43 0.11
O 2.04 -1.58 -0.06
O 2.80 0.44 0.12
H -2.00 0.25 0.21
H -0.50 -2.18 0.90
H -0.64 -1.91 -0.90
H -2.13 -2.08 0.06
H -0.12 2.49 0.81
H 1.23 2.21 -0.25
H -0.52 2.25 -0.95